# 1
Formula: C30H65BrN8O7P2
Source: OMol25
Level of theory: the ωB97M-V functional and the def2-TZVPD basis

Element x y z (Å)
C  -7.657266  2.598678  2.160705
C  -8.333490  1.722903  1.084839
C  -8.597091  0.255509  1.451958
Br  -9.412339  0.279233  3.255112
C  -7.359840  -0.663780  1.515634
N  -6.012047  -0.021516  1.658511
C  -5.082236  -1.245949  1.592424
C  -3.942650  -1.224903  2.609875
C  -2.669412  -1.929327  2.125515
O  -1.590979  -1.014123  1.933053
C  -0.886800  -0.746347  3.048492
O  -0.645959  -1.519714  3.920383
C  -5.871114  -2.511333  1.227025
C  -5.151519  -3.460213  0.256769
N  -6.534362  -3.354338  2.226662
C  -6.113149  -3.575307  3.407411
C  -4.783687  -4.189200  3.798820
C  -7.009301  -3.185444  4.569480
C  -7.143487  -1.789924  0.516310
C  -6.716916  -1.499135  -0.924887
C  -7.376423  -0.196698  -1.418430
C  -7.001883  0.175558  -2.832829
O  -6.502083  0.875158  -1.555091
C  -8.363409  -2.751931  0.519182
O  -9.238879  -2.548056  1.381076
O  -8.358903  -3.651776  -0.340236
H  -6.918289  2.085563  2.771710
H  -7.115096  3.391294  1.636114
H  -8.380960  3.110089  2.786847
H  -9.314143  2.169319  0.911113
H  -7.776913  1.837620  0.153111
H  -9.341742  -0.222445  0.828684
H  -7.468879  -1.126508  2.496137
H  -5.758851  0.545266  0.847590
H  -5.770557  0.391651  2.554071
H  -4.536435  -1.035082  0.667494
H  -3.677813  -0.168114  2.745575
H  -4.262744  -1.555229  3.600245
H  -2.413474  -2.763894  2.772269
H  -2.871395  -2.366906  1.148888
H  -0.495587  0.274261  3.125817
H  -4.533363  -2.932100  -0.474907
H  -4.467932  -4.120372  0.792827
H  -5.893764  -4.081339  -0.242019
H  -4.375408  -3.659999  4.666135
H  -4.963470  -5.211719  4.133789
H  -4.030411  -4.150029  3.016443
H  -7.965880  -3.699263  4.467171
H  -7.141456  -2.105418  4.601113
H  -6.580404  -3.515576  5.519012
H  -7.103148  -2.216166  -1.642149
H  -5.667479  -1.239120  -1.062331
H  -8.401503  0.006188  -1.121403
H  -7.424408  1.094333  -3.217711
H  -6.049988  -0.151710  -3.228530
O  3.572850  3.813766  1.150119
P  4.322606  2.528692  1.394509
N  2.939778  1.529852  1.700943
C  2.330287  1.198448  2.964622
C  2.079508  1.295226  0.553038
N  5.283992  3.046513  2.740394
C  5.161743  2.592051  4.116215
C  5.657671  4.463697  2.715078
N  5.259258  1.059164  1.285148
C  5.061649  -0.153817  2.046595
C  6.596043  1.195593  0.723159
H  1.835330  0.223832  2.896932
H  1.583683  1.945550  3.278220
H  3.059183  1.083992  3.762850
H  2.442957  0.444269  -0.041691
H  2.039348  2.168422  -0.103794
H  1.054568  1.078225  0.856134
H  4.129864  2.593975  4.478376
H  5.717840  3.253408  4.780082
H  5.609687  1.607663  4.267852
H  4.875757  5.109095  3.133911
H  5.861829  4.795036  1.699810
H  6.577177  4.614150  3.285024
H  5.040790  0.000873  3.126797
H  5.865083  -0.860758  1.835592
H  4.136595  -0.659287  1.761684
H  7.328052  1.489876  1.486066
H  6.598589  1.978476  -0.037532
H  6.926111  0.282202  0.225722
O  7.724762  1.686537  -3.207289
P  6.982512  1.169985  -4.409735
N  6.076281  -0.109548  -3.708252
C  6.397339  -1.517261  -3.648062
C  5.061762  0.310256  -2.755917
N  8.371444  0.783379  -5.377547
C  8.764677  -0.547028  -5.815841
C  9.561672  1.593651  -5.105458
N  5.961795  1.210691  -5.770542
C  5.273409  0.101265  -6.388944
C  6.132184  2.379013  -6.635831
H  5.475315  -2.105118  -3.602490
H  7.012879  -1.775243  -2.774791
H  6.910299  -1.862010  -4.543611
H  4.129424  0.569021  -3.277785
H  5.388748  1.192202  -2.197306
H  4.827570  -0.460730  -2.021961
H  8.750401  -1.286023  -5.009619
H  9.785954  -0.531794  -6.195656
H  8.161096  -0.899477  -6.656847
H  10.148209  1.205747  -4.263805
H  9.290979  2.622535  -4.882600
H  10.199380  1.621529  -5.992070
H  5.930501  -0.729531  -6.657104
H  4.777460  0.431171  -7.302069
H  4.484038  -0.287954  -5.742733
H  6.903417  2.210697  -7.397004
H  6.428541  3.250649  -6.049436
H  5.196840  2.642590  -7.132418

Atomic forces in eV per Å
0.27 0.41 -0.80
-0.40 0.26 0.35
0.81 0.72 0.19
-0.11 -0.09 -0.18
-1.11 0.09 0.76
0.89 -1.57 0.01
1.84 -0.41 -1.17
-0.47 0.89 0.75
-0.66 -0.91 -0.60
-0.40 0.52 0.33
0.71 0.26 0.34
-0.34 -0.60 0.41
-1.93 -1.92 -1.26
0.76 0.40 -0.04
0.49 2.69 1.89
0.15 -0.05 -0.24
0.30 0.98 0.35
0.04 -1.67 0.30
1.49 -1.14 -0.24
-1.59 2.75 -0.19
0.44 -1.14 -1.79
1.28 2.42 2.44
0.00 0.22 0.96
-1.17 -0.98 0.09
0.21 0.77 0.13
0.66 0.24 -0.24
-0.18 -0.04 0.24
0.03 0.02 0.06
0.01 -0.29 0.28
0.02 -0.01 -0.19
-0.01 -0.37 -0.06
-0.04 -0.05 0.06
0.01 -0.70 -0.32
-0.20 0.51 0.27
-0.69 0.71 -0.13
-0.13 -0.18 -0.11
0.10 -0.04 0.00
0.02 -0.23 -0.06
0.35 0.24 0.18
0.20 0.08 -0.08
-0.11 0.14 -0.71
-0.17 -0.09 -0.17
-0.09 -0.01 0.16
-0.12 0.10 0.00
0.03 -0.10 0.04
-0.01 -0.08 -0.19
-0.15 -0.33 -0.17
-0.22 0.40 -0.11
-0.14 0.01 -0.21
-0.01 0.10 0.03
0.44 -0.83 0.55
0.16 -0.57 -0.06
0.05 0.13 0.02
-0.80 -0.87 -1.20
-0.55 -0.81 -0.70
1.72 -0.10 -3.11
-2.06 -2.34 6.30
-0.32 -0.33 0.29
0.05 0.21 0.07
0.40 0.09 -0.29
0.43 1.24 -0.31
0.11 -0.59 0.00
-0.30 0.18 -0.08
0.88 1.39 -2.80
-0.97 -0.43 -0.22
0.21 0.49 0.11
-0.01 0.01 -0.09
-0.01 -0.06 0.13
0.03 0.10 -0.04
-0.10 -0.02 -0.03
-0.04 0.01 0.02
0.02 0.02 0.13
0.05 0.00 0.05
0.07 0.14 -0.19
-0.22 -0.10 -0.01
0.03 0.07 -0.05
-0.11 0.01 -0.01
-0.03 -0.16 0.08
0.01 0.07 0.00
0.16 0.23 -0.13
-0.03 0.04 0.10
0.06 -0.15 0.00
0.08 -0.02 -0.04
-0.06 -0.02 0.04
-1.94 2.71 -0.67
1.91 -5.68 -0.37
0.04 -0.44 -0.19
0.18 -0.05 -0.09
-0.14 0.61 -0.20
0.74 0.44 0.05
-0.42 -0.19 -0.31
0.02 0.01 0.34
-0.39 3.25 0.57
-0.56 -0.52 0.63
0.27 -0.10 -0.14
-0.03 0.06 0.09
0.00 -0.07 -0.03
0.03 0.10 0.03
-0.06 -0.01 0.12
-0.03 -0.03 0.04
0.19 -0.14 -0.08
0.05 -0.03 -0.07
0.02 0.22 0.04
-0.17 -0.14 0.16
0.04 0.09 0.01
-0.02 -0.04 0.10
-0.09 -0.16 -0.07
0.09 0.04 0.03
0.16 0.24 0.01
0.10 -0.08 0.04
-0.03 0.00 -0.02
0.05 -0.03 0.02
-0.03 -0.06 0.05

Calculated values
Orbital gap   7.36 eV
Charge   0
SMILES   CC[C@H](Br)[C@@H]1[NH2+][C@@H](CCOC=O)[C@@](C)(N=C(C)C)[C@@]1(C[C@@H]1CO1)C(=O)[O-].CN(C)P(=O)(N(C)C)N(C)C.CN(C)P(=O)(N(C)C)N(C)C
Energy   -5403.19257 a.u.
HOMO energy   -7.65 eV
F_max   7.03 eV/A

Results of the Mulliken charge analysis, in e, for atoms 1 through 5: number 1, C, carries -1.379; number 2, C, carries -0.495; number 3, C, carries -0.559; number 4, Br, carries -0.124; number 5, C, carries -1.825


# 2
Formula: C30H66Cl8InN6O18P2S2
Source: OMol25
Level of theory: the ωB97M-V functional and the def2-TZVPD basis

Element x y z (Å)
In  -21.034374  -7.620096  10.765067
P  -23.633574  -9.075814  9.399696
O  -22.383936  -9.981635  9.632102
O  -24.982048  -9.584592  8.987170
O  -23.295131  -7.704708  8.717833
O  -23.929211  -8.192276  10.690388
P  -19.880693  -4.673518  11.496639
O  -20.793205  -5.368364  12.603883
O  -19.319771  -3.261243  11.754344
O  -20.839833  -4.795874  10.274069
O  -18.897261  -5.816383  11.265763
C  -18.656700  -4.448684  8.100759
Cl  -19.278606  -3.954470  6.527555
Cl  -16.863393  -4.547033  7.860736
H  -18.923619  -3.699374  8.846004
H  -19.122563  -5.391993  8.385789
C  -19.109551  -4.100114  14.861500
Cl  -17.352435  -4.473932  14.949665
Cl  -19.874878  -3.761845  16.437946
H  -19.400011  -3.322659  14.154888
H  -19.604244  -5.004893  14.508318
C  -16.292224  -4.294328  11.724744
Cl  -15.307767  -2.961214  12.385813
Cl  -15.361265  -5.532981  10.955501
H  -16.932646  -4.838863  12.418597
H  -16.961329  -3.890024  10.965182
C  -19.725578  2.293427  11.606092
Cl  -18.908707  3.269453  12.831374
Cl  -19.031521  2.677513  10.016116
H  -19.591560  1.218446  11.726801
H  -20.786299  2.543865  11.590567
C  -15.028206  -8.706174  9.265321
C  -15.199730  -9.814294  10.360660
C  -16.298865  -10.674703  9.922671
S  -17.508804  -9.575339  9.080166
O  -18.540312  -9.159848  9.990209
O  -17.880588  -10.144698  7.776447
C  -16.411496  -8.132674  8.871362
H  -14.493228  -9.108810  8.405220
H  -14.443353  -7.820244  9.512666
H  -15.442644  -9.326983  11.304928
H  -14.207269  -10.240100  10.508326
H  -16.817579  -11.271945  10.672559
H  -15.997545  -11.307646  9.087994
H  -16.586278  -7.301484  9.554494
H  -16.431649  -7.793477  7.835683
C  -21.655770  -9.792678  5.139562
C  -21.976043  -8.393497  4.636231
C  -21.698396  -7.381085  5.739221
S  -20.109433  -7.917804  6.584727
O  -20.057538  -7.669540  7.972168
O  -18.960335  -7.573142  5.719007
C  -20.646569  -9.733540  6.280355
H  -21.322323  -10.399415  4.297678
H  -22.536166  -10.280906  5.557448
H  -23.024686  -8.477830  4.351042
H  -21.444019  -8.161642  3.713571
H  -22.373356  -7.585911  6.570239
H  -21.733336  -6.322455  5.481951
H  -21.186508  -9.961825  7.199292
H  -19.753112  -10.335260  6.113746
C  -18.388986  -11.254671  14.160463
C  -18.544000  -9.880426  13.533496
O  -19.589679  -9.525632  12.955595
N  -17.511762  -9.064360  13.621712
C  -17.445224  -7.681615  13.157103
H  -17.688405  -11.102161  14.981461
H  -18.029899  -12.018759  13.471017
H  -19.375589  -11.688136  14.324231
H  -16.755648  -9.420847  14.188548
H  -16.562730  -7.110329  13.445100
H  -18.375568  -7.199672  13.457589
H  -17.180307  -7.705432  12.100049
C  -17.790828  -0.840362  13.957187
C  -19.289409  -0.538135  14.125418
O  -19.621084  0.119208  15.102652
N  -20.101107  -1.056291  13.229638
C  -21.534475  -0.966503  13.174240
H  -17.386632  -0.016809  13.368571
H  -17.760752  -1.786433  13.416679
H  -17.267777  -1.076321  14.883919
H  -19.763564  -1.855443  12.712405
H  -21.948214  -0.526948  12.266650
H  -21.908363  -0.389765  14.020213
H  -21.872457  -1.978110  13.399009
C  -24.362472  -4.734924  11.147695
C  -24.324972  -4.697786  9.648466
O  -25.171337  -5.370540  9.089646
N  -23.220206  -4.254018  9.067476
C  -22.948653  -4.434718  7.623436
H  -24.161445  -5.766099  11.438144
H  -25.343803  -4.476311  11.545468
H  -23.592484  -4.040319  11.483456
H  -22.422025  -3.933558  9.596902
H  -21.874149  -4.465631  7.442953
H  -23.352701  -3.615748  7.028342
H  -23.400167  -5.366596  7.283083
C  -19.817204  -7.619056  16.853081
C  -20.485935  -8.902996  17.224495
O  -20.662613  -9.234314  18.402256
N  -20.966944  -9.668462  16.159653
C  -21.443332  -11.011098  16.222402
H  -19.664225  -7.098186  17.798278
H  -20.374810  -7.094211  16.077383
H  -18.867463  -7.893860  16.394206
H  -20.762258  -9.377965  15.214242
H  -22.510812  -11.058721  16.437597
H  -20.816877  -11.586768  16.903763
H  -21.273354  -11.503560  15.264967
C  -23.798904  -8.077185  15.316451
C  -22.775281  -7.426282  14.320229
O  -22.204605  -8.127237  13.480914
N  -22.408090  -6.116875  14.483096
C  -23.029619  -5.145599  15.324093
H  -23.417210  -8.231556  16.325698
H  -24.140190  -9.092947  15.116787
H  -24.675297  -7.435832  15.409744
H  -21.794006  -5.760851  13.764590
H  -22.828937  -5.507119  16.332627
H  -24.100712  -5.050119  15.145910
H  -22.489469  -4.198895  15.314961
C  -21.203656  -1.615430  9.729533
C  -19.931997  -0.818990  9.493061
O  -19.954851  0.031112  8.655528
N  -18.801376  -1.196293  10.100991
C  -17.489932  -0.686423  9.951415
H  -22.043736  -0.943670  9.905912
H  -21.161497  -2.293872  10.581606
H  -21.351734  -2.197201  8.819741
H  -18.948063  -1.997640  10.697995
H  -16.875934  -1.526600  9.627048
H  -17.030620  -0.383633  10.892400
H  -17.432867  0.114474  9.214247

Atomic forces in eV per Å
0.03 1.18 0.56
0.27 -0.80 0.69
-1.94 1.38 -0.85
0.61 -1.10 -0.48
0.41 -0.29 0.60
1.05 0.72 -0.26
-3.43 -4.20 -0.54
0.58 1.86 1.04
0.22 -0.16 0.62
0.18 1.58 -0.79
2.80 0.07 -0.32
0.12 0.03 -0.02
-0.63 0.21 -0.37
-0.36 -0.17 0.66
0.32 -0.09 -0.12
0.48 -0.04 0.04
-0.70 -1.00 -0.14
-0.66 0.57 0.27
0.41 0.22 0.13
0.76 0.04 0.18
0.17 0.04 -0.26
-1.38 0.23 -0.45
-0.07 -0.40 0.08
1.21 -0.69 -0.37
0.19 0.67 0.33
0.14 0.12 0.20
-0.07 -0.07 -0.75
-0.10 -0.24 0.34
-0.13 0.17 -0.06
0.14 0.16 0.46
0.25 0.02 0.06
-0.17 0.41 -0.44
1.40 2.56 0.31
-1.02 -0.98 -1.39
-1.01 1.38 -0.79
0.13 -0.78 0.20
0.82 0.23 1.46
1.15 -1.19 -0.08
-0.21 -0.39 -0.19
0.28 -0.29 0.72
-0.16 0.09 0.12
-0.22 -0.64 -0.03
-0.04 0.23 -0.01
0.09 -0.29 0.09
-0.98 -0.31 -0.02
-0.27 -0.08 0.08
0.62 -0.28 0.27
-0.26 0.23 -0.30
0.31 -0.35 0.98
-0.46 -1.98 -4.66
0.17 0.82 1.44
-1.26 -0.34 1.08
0.54 1.00 0.36
0.18 -0.12 0.07
-0.19 0.17 -0.19
-0.19 0.80 0.12
0.30 0.06 0.09
-0.38 0.32 0.15
0.27 -0.15 0.01
0.52 -0.20 0.35
-0.07 0.17 0.37
-0.03 0.15 -0.66
-3.20 0.30 -2.01
1.19 -0.91 1.07
2.73 0.19 1.39
0.13 -0.35 -0.77
-0.42 -0.82 0.46
0.74 0.39 -0.34
0.05 0.54 0.95
0.06 0.25 -0.14
0.00 -0.40 1.33
0.14 0.36 -0.84
-1.41 0.21 -0.43
-1.25 -1.09 -0.76
1.66 0.34 2.18
-0.80 0.84 0.24
-0.48 0.00 -1.37
-0.32 -0.03 1.69
0.43 -0.18 0.13
0.47 0.16 -0.60
-0.24 0.73 0.15
0.52 -0.51 -0.82
0.25 -0.36 -0.17
0.19 0.30 0.04
-0.58 -0.09 -0.71
0.61 1.05 0.20
-0.14 -2.32 0.90
-1.38 0.44 -1.51
0.62 1.15 -2.00
-0.39 -0.18 0.90
0.29 0.09 0.01
-0.03 0.16 -0.19
0.06 -0.24 0.77
0.30 -0.53 0.58
-0.02 -0.05 0.32
-0.17 0.16 -0.04
-0.05 -0.01 0.12
0.20 -0.58 -0.08
-1.56 -1.43 -0.29
0.27 -0.10 -0.86
1.19 1.28 0.40
0.29 -0.56 0.13
0.01 0.38 -0.45
-0.12 0.31 0.23
0.28 0.22 0.05
-0.03 0.58 -0.11
0.03 -0.22 0.32
-0.43 -0.08 0.54
-0.25 0.32 -0.21
0.00 0.63 0.05
0.76 -0.49 0.36
-0.62 0.11 0.58
-1.26 -1.50 0.22
0.30 -0.76 1.13
0.53 0.67 0.14
0.21 0.18 -1.07
-0.13 0.02 0.03
1.02 0.37 -1.40
-0.66 0.22 0.61
-0.06 0.34 0.04
-0.23 0.01 -0.62
0.34 -0.17 0.83
-0.12 -1.44 0.38
-0.12 2.77 -2.18
-1.22 -0.30 0.93
0.79 -0.31 -0.51
0.04 0.17 -0.39
0.19 -0.16 -0.22
-0.20 0.04 0.06
0.26 -0.72 0.66
0.39 0.06 -0.34
-0.25 0.34 0.20
-0.15 -0.05 0.09

Calculated values
Orbital gap   4.36 eV
Charge   -3
Energy   -8216.46608 a.u.
HOMO energy   -0.24 eV
F_max   5.45 eV/A

Results of the Mulliken charge analysis, in e, for atoms 1 through 5: number 1, In, carries 1.977; number 2, P, carries 0.516; number 3, O, carries -0.662; number 4, O, carries -0.816; number 5, O, carries -0.206


Which of these has the lowest F_max?
C30H66Cl8InN6O18P2S2


Look up the charge of the second one.
-3